Record 1
# C39H51IrN4O9S3Si

C39H51IrN4O9S3Si as an isolated structure (ωB97M-V with the def2-TZVPD basis set, the Open Molecules 2025 dataset).

```
108
Properties=species:S:1:pos:R:3:lowdin_spin:R:1
Ir 0.10 -0.29 -0.14 0.84
S -2.27 -3.86 -2.13 0.00
C -3.39 -2.57 -1.89 0.00
C -2.84 -1.50 -1.27 0.00
C -1.47 -1.67 -0.97 -0.05
C -1.03 -2.91 -1.37 0.00
C 0.31 -3.39 -1.19 0.00
C 0.73 -4.65 -1.64 0.00
C 2.05 -5.02 -1.46 0.00
C 2.90 -4.14 -0.82 0.00
C 2.40 -2.92 -0.39 0.00
N 1.15 -2.55 -0.57 0.03
H -4.40 -2.70 -2.24 0.00
H -3.40 -0.60 -1.06 0.00
H 0.02 -5.29 -2.13 0.00
H 2.40 -5.98 -1.81 0.00
H 3.94 -4.38 -0.65 0.00
H 3.05 -2.22 0.13 0.00
O 2.13 -0.16 1.14 0.06
C 3.29 0.13 0.82 0.01
C 3.82 0.38 -0.48 0.00
C 5.19 0.67 -0.60 0.00
C 5.75 0.94 -1.82 0.00
C 4.97 0.90 -2.99 0.00
C 3.64 0.62 -2.91 0.00
C 2.99 0.34 -1.66 0.00
O 1.76 0.10 -1.65 -0.01
N 7.15 1.25 -1.89 0.00
O 7.63 1.45 -2.99 0.00
O 7.76 1.31 -0.84 0.00
H 4.03 0.21 1.64 0.00
H 5.81 0.70 0.29 0.00
H 5.45 1.10 -3.93 0.00
H 3.02 0.59 -3.79 0.00
O 0.19 1.81 1.17 0.07
S 1.21 2.00 2.23 0.01
C 0.54 3.40 3.25 0.01
C 1.57 4.51 3.19 0.00
C 2.09 4.52 1.76 0.00
C 2.49 3.09 1.45 0.00
H 0.36 3.03 4.25 0.00
H -0.41 3.69 2.79 0.00
H 2.39 4.30 3.87 0.00
H 1.13 5.47 3.47 0.00
H 2.94 5.19 1.64 0.00
H 1.30 4.84 1.08 0.00
H 3.45 2.84 1.89 0.00
H 2.49 2.86 0.39 0.00
N -2.70 0.58 1.31 0.00
C -2.03 -0.12 2.20 0.00
N -0.90 -0.73 1.98 -0.01
C -0.43 -1.40 3.08 0.00
C 0.75 -2.13 3.18 0.00
C 1.07 -2.73 4.38 0.00
C 0.23 -2.63 5.48 0.00
C -0.95 -1.92 5.41 0.00
C -1.27 -1.30 4.21 0.00
S -2.66 -0.32 3.84 0.00
H -2.25 0.82 0.40 0.00
H -3.55 1.06 1.57 0.00
H 1.39 -2.20 2.32 0.00
H 1.99 -3.29 4.46 0.00
H 0.50 -3.11 6.41 0.00
H -1.62 -1.84 6.26 0.00
C 0.92 3.06 -3.11 0.00
C -0.29 2.53 -3.89 0.00
C -0.15 1.02 -4.10 0.00
C -0.42 3.24 -5.24 0.00
O -1.45 2.84 -3.16 0.00
Si -2.24 2.15 -1.90 0.00
O -1.38 1.19 -0.98 0.05
O -3.52 1.29 -2.45 0.00
C -4.48 1.62 -3.43 0.00
C -3.90 1.29 -4.81 0.00
C -4.89 3.08 -3.37 0.00
C -5.70 0.71 -3.18 0.00
O -2.98 3.35 -1.07 0.00
C -2.60 4.36 -0.17 0.00
C -1.13 4.74 -0.36 0.00
C -3.49 5.57 -0.46 0.00
C -2.82 3.83 1.25 0.00
H 1.84 2.89 -3.66 0.00
H 0.96 2.53 -2.16 0.00
H 0.81 4.12 -2.92 0.00
H 0.67 0.81 -4.78 0.00
H -1.07 0.61 -4.50 0.00
H 0.04 0.54 -3.14 0.00
H 0.52 3.21 -5.78 0.00
H -0.70 4.28 -5.08 0.00
H -1.19 2.77 -5.85 0.00
H -3.02 1.91 -4.96 0.00
H -4.62 1.50 -5.59 0.00
H -3.61 0.25 -4.85 0.00
H -4.03 3.71 -3.57 0.00
H -5.25 3.32 -2.37 0.00
H -5.67 3.29 -4.09 0.00
H -5.40 -0.33 -3.23 0.00
H -6.46 0.90 -3.93 0.00
H -6.11 0.91 -2.19 0.00
H -0.97 5.07 -1.38 0.00
H -0.50 3.87 -0.16 0.00
H -0.87 5.56 0.32 0.00
H -3.29 5.94 -1.46 0.00
H -3.31 6.36 0.26 0.00
H -4.54 5.27 -0.41 0.00
H -2.12 3.02 1.43 0.00
H -3.84 3.45 1.34 0.00
H -2.68 4.62 1.98 0.00
```

## Properties
- <S²>: 0.76
- Total charge: +1
- Multiplicity: 2
- Gap between HOMO and LUMO (spin up / spin down): 5.81 / 5.93 eV
- Energy relative to the best compared isomer or geometry (same formula, charge and spin): 3.3563 eV

Record 2
# C39H51N6O15P2

A 6-piece molecular cluster, C39H51N6O15P2 overall (ωB97M-V with the def2-TZVPD basis set, the Open Molecules 2025 dataset).

```
113
Properties=species:S:1:pos:R:3:lowdin_charge:R:1
C 1.22 -1.00 1.93 -0.12
O 1.03 -1.60 0.66 -0.21
C -0.04 -0.98 -0.04 -0.27
C -0.11 -1.48 -1.45 -0.24
C -0.97 -0.56 -2.31 -0.37
P 0.06 0.63 -3.41 0.37
O 0.52 1.53 -1.97 -0.42
C 1.84 1.95 -1.89 -0.32
C 2.61 1.23 -0.78 -0.20
N 4.06 1.12 -0.99 -0.04
C 4.42 0.07 -1.96 -0.20
C 3.99 -1.29 -1.52 -0.41
C 4.55 -1.68 -0.15 -0.02
O 4.45 -2.23 -2.52 -0.05
P -1.78 1.96 -3.68 0.72
O -1.16 3.50 -3.53 -0.38
O -1.96 1.88 -5.33 -0.39
H 1.87 -1.63 2.53 0.07
H 1.70 -0.03 1.79 0.08
H 0.25 -0.90 2.41 0.08
H 0.04 0.11 -0.02 0.11
H -0.98 -1.25 0.45 0.12
H 0.88 -1.63 -1.87 0.07
H -0.59 -2.45 -1.41 0.10
H -1.67 0.01 -1.69 0.04
H -1.58 -1.18 -2.95 0.04
H 0.77 1.56 -4.28 -0.02
H -0.33 -0.14 -4.62 -0.05
H 1.25 -0.22 -3.30 -0.01
H 2.37 1.86 -2.85 0.08
H 1.83 3.02 -1.64 0.10
H 2.47 1.80 0.13 0.11
H 2.14 0.27 -0.61 0.08
H 4.35 1.99 -1.41 0.10
H 4.06 0.28 -2.96 0.11
H 5.51 0.06 -2.02 0.12
H 2.91 -1.37 -1.49 0.10
H 3.72 -1.79 0.55 0.06
H 4.98 -2.67 -0.25 0.07
H 5.27 -0.99 0.24 0.05
H 3.68 -2.70 -2.85 0.09
H -1.78 4.03 -3.01 -0.02
H -1.43 1.13 -5.66 -0.01
C 10.85 -1.19 1.76 -0.08
C 10.81 -0.20 0.78 -0.07
C 9.63 0.49 0.54 0.00
C 8.51 0.19 1.29 -0.14
C 8.53 -0.79 2.27 0.00
C 9.71 -1.48 2.50 -0.07
N 7.26 0.93 1.05 -0.34
O 7.27 1.77 0.17 0.08
O 6.31 0.66 1.75 0.07
H 11.77 -1.72 1.94 0.10
H 11.69 0.03 0.20 0.11
H 9.59 1.26 -0.22 0.12
H 7.64 -1.02 2.84 0.12
H 9.74 -2.25 3.26 0.10
C -7.33 2.10 -1.43 -0.08
C -7.71 0.93 -0.78 -0.08
C -6.94 -0.21 -0.90 -0.02
C -5.80 -0.17 -1.69 -0.14
C -5.41 0.98 -2.36 0.00
C -6.19 2.12 -2.22 -0.06
N -4.96 -1.37 -1.82 -0.34
O -5.31 -2.37 -1.22 0.04
O -3.98 -1.28 -2.52 0.08
H -7.93 2.99 -1.32 0.10
H -8.59 0.92 -0.16 0.10
H -7.22 -1.12 -0.39 0.11
H -4.51 1.01 -2.96 0.06
H -5.90 3.03 -2.73 0.11
C 1.84 -3.14 5.48 -0.07
C 2.61 -2.41 6.37 -0.07
C 2.01 -1.61 7.32 -0.01
C 0.63 -1.54 7.36 -0.15
C -0.16 -2.25 6.47 0.00
C 0.45 -3.06 5.53 -0.06
N -0.02 -0.70 8.38 -0.35
O 0.71 -0.08 9.13 0.07
O -1.23 -0.69 8.41 0.07
H 2.31 -3.77 4.74 0.11
H 3.69 -2.48 6.33 0.11
H 2.61 -1.04 8.01 0.12
H -1.24 -2.19 6.52 0.12
H -0.15 -3.62 4.83 0.11
C -7.28 -6.56 -0.32 -0.07
C -7.40 -5.50 -1.21 -0.06
C -8.59 -4.78 -1.27 0.00
C -9.63 -5.14 -0.44 -0.15
C -9.53 -6.19 0.45 -0.01
C -8.34 -6.91 0.50 -0.07
N -10.89 -4.37 -0.49 -0.35
O -10.96 -3.46 -1.30 0.08
O -11.78 -4.69 0.27 0.07
H -6.35 -7.11 -0.26 0.11
H -6.57 -5.22 -1.84 0.11
H -8.69 -3.95 -1.96 0.12
H -10.36 -6.46 1.08 0.12
H -8.25 -7.73 1.19 0.10
C 2.12 7.40 -0.91 -0.07
C 1.75 6.42 -1.83 -0.06
C 0.44 6.35 -2.27 0.02
C -0.48 7.26 -1.78 -0.14
C -0.13 8.24 -0.86 -0.01
C 1.18 8.30 -0.43 -0.08
N -1.87 7.19 -2.26 -0.34
O -2.11 6.31 -3.06 0.08
O -2.68 7.99 -1.83 0.07
H 3.14 7.45 -0.57 0.10
H 2.48 5.72 -2.20 0.11
H 0.14 5.59 -2.98 0.11
H -0.87 8.93 -0.49 0.11
H 1.47 9.05 0.29 0.10
```

## Properties
- Total charge: -1
- Multiplicity: 1
- Gap between HOMO and LUMO: 4.17 eV

What did we get for max |F|? Answer: 0.075; 0.018 hartree/bohr, in the order shown.
What did we get for electronic energy? Answer: -4001.1058; -3656.0696 Eh, in the order shown.